The following is a quantum chemistry calculation of a cluster of 11 separate species, C94H82N6O10 in total in a non-equilibrium geometry, from the OMol25 dataset.

The geometry in XYZ format:
```
192
Properties=species:S:1:pos:R:3:lowdin_charge:R:1
C -0.9164 -5.4665 1.1465 -0.110
C 0.0664 -6.2674 0.3099 -0.238
C 1.4425 -5.5815 -0.0284 -0.173
C 2.4205 -6.3677 -0.7505 -0.203
N 3.1606 -6.9916 -1.4235 0.174
H -1.8965 -5.9448 1.0488 0.072
H -1.0138 -4.4345 0.7192 0.086
H -0.6683 -5.4452 2.2039 0.041
H -0.4516 -6.5110 -0.5999 0.096
H 0.2613 -7.2619 0.7536 0.117
H 1.9876 -5.2107 0.8754 0.116
H 1.2371 -4.6955 -0.6210 0.110
C 6.1992 -6.8356 0.4049 -0.103
C 6.0778 -5.5739 -0.4622 -0.239
C 6.2969 -5.9315 -1.9707 -0.213
C 6.5033 -4.8599 -2.8208 -0.248
N 6.9456 -4.0168 -3.5023 0.180
H 6.4774 -6.5834 1.4450 0.064
H 7.0008 -7.5303 0.1095 0.079
H 5.2373 -7.3051 0.3464 0.046
H 6.8097 -4.7874 -0.1807 0.114
H 5.0546 -5.1697 -0.4012 0.081
H 5.3888 -6.5149 -2.1687 0.090
H 7.1473 -6.5909 -2.0530 0.124
C -0.8237 -5.6399 6.7983 -0.110
C -1.4864 -4.5398 6.0118 -0.276
C -0.5151 -3.4122 5.6133 -0.193
C 0.4380 -3.8556 4.5888 -0.208
N 1.1023 -4.2474 3.7704 0.199
H -0.3796 -5.1682 7.6667 0.074
H -0.0224 -6.0468 6.1841 0.074
H -1.5357 -6.4011 7.0786 0.073
H -2.3520 -4.1355 6.5914 0.120
H -1.8714 -4.9620 5.0668 0.108
H 0.0263 -3.1684 6.5487 0.125
H -1.0074 -2.5166 5.2254 0.059
C 5.4515 -5.4384 4.9481 -0.109
C 4.6041 -5.3541 3.7030 -0.258
C 4.4938 -3.9254 3.1657 -0.205
C 5.7463 -3.2117 2.8558 -0.212
N 6.7776 -2.6842 2.5409 0.139
H 4.9078 -5.1071 5.8712 0.091
H 6.2755 -4.7625 4.8500 0.051
H 5.8184 -6.4732 5.1084 0.083
H 3.5692 -5.6327 3.9622 0.094
H 4.8970 -6.0710 2.9183 0.093
H 3.9717 -3.2216 3.8372 0.106
H 3.9031 -4.0102 2.2735 0.066
C 3.7172 5.3495 0.7848 -0.097
C 3.8460 4.6177 -0.5675 -0.236
C 2.4763 4.4743 -1.2536 -0.199
C 2.6394 4.0227 -2.6038 -0.254
N 2.7706 3.6109 -3.6768 0.165
H 3.4223 6.3637 0.6492 0.063
H 4.6673 5.2679 1.3125 0.074
H 2.9627 4.8800 1.4235 0.060
H 4.3445 3.6243 -0.4414 0.118
H 4.4697 5.2073 -1.2381 0.107
H 1.8049 5.3367 -1.3164 0.132
H 1.9188 3.6677 -0.7509 0.093
C -6.2865 -2.1606 4.7703 -0.097
C -6.2670 -1.3815 3.4538 -0.215
C -5.0157 -0.4146 3.3840 -0.168
C -3.7062 -1.1403 3.5297 -0.155
N -2.8766 -1.9329 3.8280 0.187
H -7.0814 -2.8895 4.7286 0.067
H -6.4302 -1.5026 5.6095 0.073
H -5.3972 -2.7685 4.9242 0.063
H -7.0779 -0.6449 3.3217 0.113
H -6.2945 -1.9542 2.5275 0.108
H -5.0474 0.3082 4.1901 0.108
H -4.9766 0.0982 2.4218 0.075
C -1.1601 3.7682 -2.4924 -0.039
C -1.0900 3.9446 -1.0999 -0.099
C -1.8039 4.9413 -0.5665 0.004
C -2.6350 5.8226 -1.4085 -0.054
C -2.7254 5.5969 -2.7882 -0.077
C -1.8809 4.6127 -3.3223 -0.001
C -3.5097 6.4808 -3.7436 -0.298
O -3.4928 6.2265 -4.8912 0.149
C -4.2345 7.6325 -3.0821 -0.099
C -5.0082 8.4771 -3.8334 0.004
C -5.6662 9.5582 -3.2116 -0.044
C -5.5179 9.7187 -1.8546 -0.092
C -4.8295 8.8585 -1.0769 -0.021
C -4.1952 7.7988 -1.7044 -0.083
C -3.4116 6.9070 -0.7388 -0.303
O -3.4639 7.0783 0.4475 0.106
H -0.5408 2.9943 -2.9604 0.105
H -0.5473 3.2832 -0.4819 0.059
H -1.7607 5.1390 0.5099 0.120
H -1.9192 4.4140 -4.3882 0.121
H -5.0568 8.2227 -4.8877 0.123
H -6.3031 10.2141 -3.8091 0.111
H -6.0373 10.5383 -1.3779 0.110
H -4.8437 8.9045 0.0037 0.126
C -3.8812 1.8613 1.1392 -0.077
C -3.7707 1.9598 -0.2563 -0.031
C -4.5144 2.9305 -0.9525 0.006
C -5.2812 3.8140 -0.1984 -0.064
C -5.4329 3.6546 1.1906 -0.056
C -4.6876 2.6856 1.8743 -0.020
C -6.4445 4.4395 1.9977 -0.261
O -6.6502 4.1988 3.1771 0.092
C -7.2091 5.5057 1.3422 -0.127
C -8.1208 6.1942 2.0897 0.012
C -8.9608 7.1157 1.4478 -0.059
C -8.8789 7.3597 0.1163 -0.070
C -7.9497 6.6610 -0.6616 0.019
C -7.1190 5.7184 -0.0089 -0.057
C -6.1075 4.9348 -0.8815 -0.263
O -5.9848 5.0808 -2.0464 0.136
H -3.3632 1.0231 1.5957 0.065
H -3.2173 1.2593 -0.8401 0.099
H -4.4332 3.0435 -2.0371 0.130
H -4.8455 2.5645 2.9261 0.095
H -8.1620 6.0142 3.1430 0.117
H -9.7453 7.6267 2.0242 0.117
H -9.4585 8.1068 -0.3810 0.104
H -7.8145 6.8588 -1.7214 0.121
C 1.2784 -1.7596 -10.9665 -0.039
C 2.6005 -1.2102 -10.8547 -0.052
C 3.3079 -1.4044 -9.6784 -0.001
C 2.7771 -2.2181 -8.6364 -0.077
C 1.5243 -2.8223 -8.7871 -0.084
C 0.7676 -2.5227 -9.9058 -0.022
C 0.9060 -3.6662 -7.6777 -0.296
O -0.2040 -4.0144 -7.7562 0.142
C 1.8448 -3.9436 -6.4858 -0.080
C 1.3495 -4.6901 -5.4375 -0.012
C 2.1277 -4.8993 -4.2819 -0.042
C 3.3832 -4.3059 -4.2264 -0.071
C 3.8956 -3.6335 -5.2904 -0.026
C 3.1519 -3.4421 -6.4429 -0.063
C 3.6733 -2.4516 -7.4920 -0.314
O 4.7013 -1.8909 -7.3707 0.135
H 0.6477 -1.4729 -11.8182 0.106
H 3.0866 -0.7202 -11.6955 0.103
H 4.2730 -0.9643 -9.5631 0.108
H -0.2134 -3.0158 -9.9123 0.122
H 0.3675 -5.1772 -5.5120 0.124
H 1.6551 -5.3579 -3.4123 0.090
H 3.9623 -4.3373 -3.2958 0.089
H 4.9133 -3.2323 -5.3435 0.113
C -0.8698 -0.3573 1.3143 -0.024
C -0.2143 -1.4049 2.0469 -0.049
C 0.9815 -1.8413 1.6011 -0.042
C 1.5847 -1.2793 0.4880 -0.054
C 0.9843 -0.1757 -0.1363 -0.070
C -0.2873 0.2624 0.2137 -0.002
C 1.6064 0.4688 -1.3514 -0.292
O 1.1631 1.4985 -1.7526 0.103
C 2.8123 -0.1563 -1.9151 -0.059
C 3.3670 0.2997 -3.1131 -0.003
C 4.5637 -0.1863 -3.6150 -0.029
C 5.2153 -1.1986 -2.9054 -0.054
C 4.6729 -1.6417 -1.7159 -0.029
C 3.4625 -1.2415 -1.2408 -0.071
C 2.8831 -1.9075 -0.0257 -0.280
O 3.4078 -2.7840 0.5679 0.098
H -1.8576 -0.0446 1.6577 0.066
H -0.7128 -1.8249 2.9109 0.062
H 1.4998 -2.6450 2.0663 0.075
H -0.8421 0.9987 -0.3675 0.105
H 2.7677 0.9519 -3.7066 0.094
H 4.9300 0.2211 -4.5499 0.116
H 6.1768 -1.5424 -3.2820 0.093
H 5.1964 -2.4692 -1.2322 0.116
C -2.5342 2.7868 4.6940 -0.061
C -2.4048 1.7559 5.6149 -0.059
C -1.2730 0.9470 5.6355 0.006
C -0.2701 1.0981 4.6614 -0.073
C -0.3902 2.1288 3.7134 -0.073
C -1.5167 2.9586 3.7594 -0.004
C 0.6510 2.2659 2.6250 -0.277
O 0.4517 2.9647 1.6714 0.102
C 1.9251 1.4634 2.8103 -0.055
C 3.0205 1.7260 1.9489 0.006
C 4.1602 0.9600 1.9958 -0.022
C 4.2146 -0.1291 2.8892 -0.038
C 3.1851 -0.3842 3.7469 -0.002
C 2.0315 0.4197 3.7329 -0.090
C 0.8932 0.1518 4.6342 -0.255
O 0.9188 -0.8003 5.4297 0.068
H -3.3177 3.5233 4.6476 0.108
H -3.1993 1.6193 6.3274 0.105
H -1.1173 0.1747 6.3366 0.103
H -1.5709 3.7143 2.9591 0.123
H 2.8425 2.5920 1.3160 0.093
H 4.9774 1.1490 1.3647 0.099
H 5.1110 -0.7283 2.9641 0.081
H 3.2698 -1.1251 4.5184 0.112
```

For the LUMO energy, the calculation gives -1.39 eV. As for the HOMO-LUMO gap: 7.98 eV. The SMILES is O=C1c2ccccc2C(=O)c2ccccc21.O=C1c2ccccc2C(=O)c2ccccc21.O=C1c2ccccc2C(=O)c2ccccc21.O=C1c2ccccc2C(=O)c2ccccc21.O=C1c2ccccc2C(=O)c2ccccc21.CCCC#N.CCCC#N.CCCC#N.CCCC#N.CCCC#N.CCCC#N. For the energy above the lowest of the compared OMol25 structures with the same formula, charge and spin, the calculation gives 0.0 kcal/mol. As for the total energy: -4712.15631 Ha.